1.
The ion C6H15NO2PS2 with charge +1 at a distorted geometry, computed with the ωB97M-V functional and the def2-TZVPD basis.

As for the energy above the lowest of the compared OMol25 structures with the same formula, charge and spin: 157.47 kJ/mol. The value obtained for the HOMO-LUMO gap is 0.3144 Ha. As for the LUMO energy: -3.888 eV. The molar mass is 228.30 g/mol.

The geometry in ORCA input format:
```
! wB97M-V def2-TZVPD RIJCOSX def2/J DEFGRID3
* xyz 1 1
H 1.603 0.945 -2.716
P 0.273 -1.842 0.706
C 2.004 1.873 -2.809
H -3.967 0.886 1.095
C 1.954 -1.907 1.533
H -0.835 -3.463 2.184
H 0.732 2.810 0.087
C -3.758 0.713 0.111
O -1.136 0.380 0.642
H 1.849 0.208 -0.609
H -0.172 2.281 -1.254
H 2.716 -1.827 0.803
H -1.891 -2.139 1.714
H 2.011 -1.110 2.177
N 0.926 0.665 -0.319
H -3.697 -0.275 -0.115
C -0.880 -2.322 1.952
H 3.059 1.667 -2.904
H 1.407 2.551 -3.532
H -4.478 1.040 -0.685
O 1.922 2.414 -1.424
C 0.059 0.000 0.378
C 0.785 2.117 -0.755
S -2.094 1.484 -0.238
H 2.204 -2.819 2.271
S 0.041 -2.452 -1.164
H -0.638 -1.877 2.874
*
```



2.
A structure of composition C40H29BF15GeN7O2S2Ta at a distorted geometry, computed with the ωB97M-V functional and the def2-TZVPD basis.

As for the energy above the lowest of the compared OMol25 structures with the same formula, charge and spin: 0.00 kJ/mol. The value obtained for the HOMO-LUMO gap (alpha / beta) is 0.2400 / 0.2863 Ha. As for the LUMO energy (alpha / beta): -0.881 / -0.854 eV. The molar mass is 1253.19 g/mol.

The geometry in ORCA input format:
```
! wB97M-V def2-TZVPD RIJCOSX def2/J DEFGRID3
* xyz 0 2
S 1.907 0.380 0.261
O 1.539 2.916 -1.637
C 1.539 -2.654 2.185
N -1.921 1.897 -2.652
F 2.536 -3.061 0.132
H 3.725 3.589 -0.949
C 4.315 -0.931 2.227
C -3.322 1.228 1.791
H 2.534 5.649 2.625
F 7.006 1.489 2.675
C 2.360 -0.278 4.940
C -5.869 -1.327 -1.782
F 8.414 -0.844 2.770
C 0.687 -3.084 3.182
H -0.561 -1.195 1.459
H -3.369 0.151 -6.028
H 0.290 4.600 2.355
C 0.098 1.315 4.958
H -2.423 0.775 2.206
N -1.867 -1.267 -2.965
F -0.367 -6.321 1.950
C -0.792 -1.304 0.397
H -2.445 -4.135 -4.640
C 7.094 -0.876 2.589
F 3.440 -1.074 4.928
H -1.789 -1.748 0.354
H -3.114 2.278 1.591
C -0.379 -2.759 -3.611
N -2.953 0.448 -0.536
C 1.086 4.413 1.653
H -5.471 -2.278 -2.132
N -2.669 1.060 -3.399
H -4.830 0.803 -5.271
F 2.416 -0.198 7.311
H 2.217 -2.536 -2.809
C -4.846 -0.560 -1.025
C 1.763 0.043 3.736
C -3.735 0.543 0.540
C 2.328 4.984 1.803
C 0.702 0.952 6.160
Ge 2.328 -0.803 2.003
C 5.050 -2.099 2.284
C -3.004 1.659 -4.559
S -0.803 2.947 0.434
C 0.076 -4.332 3.139
C 0.875 1.713 -2.001
F 4.416 -3.273 2.188
O 0.976 1.494 -3.171
C 6.430 -2.092 2.460
F 0.027 1.113 2.595
H -2.523 3.667 -5.323
F 0.418 -2.284 4.227
H -0.964 4.242 -1.767
C 0.253 -1.741 -2.896
F 1.260 -5.493 -0.088
H -3.931 1.771 -6.444
F -0.694 -4.742 4.151
C 3.325 4.675 0.864
F 7.120 -3.233 2.516
H -5.786 -0.177 0.935
C -1.722 -2.426 -3.634
F 0.171 1.350 7.316
N 1.758 3.382 -0.364
H 0.080 -3.617 -4.057
H -1.559 5.132 -3.175
H -3.619 -3.396 -3.538
C -2.830 -3.192 -4.260
C 6.376 0.317 2.540
H -6.218 -0.768 -2.648
C 1.730 -3.501 1.108
C -1.041 4.232 -2.851
H -3.263 -2.636 -5.088
F -1.001 2.076 4.957
H 1.927 -1.197 -1.684
N -0.668 -0.860 -2.505
C -4.949 -0.087 0.273
C 1.711 -1.583 -2.676
C 0.775 3.593 0.565
C -3.834 1.053 -5.634
B -3.092 -0.338 -2.920
C -1.786 3.037 -3.329
H -0.109 -2.055 -0.001
H -6.716 -1.525 -1.129
C 5.002 0.262 2.355
H -4.126 1.170 2.520
H -0.037 4.243 -3.277
C 0.259 -5.147 2.028
C 0.637 0.840 3.770
N -3.631 -0.215 -1.489
C -2.457 2.928 -4.549
Ta -0.618 0.693 -0.743
H -3.941 -0.765 -3.616
F 4.286 1.401 2.318
H 4.320 5.074 0.962
C 1.848 0.158 6.156
C 3.017 3.866 -0.185
C 1.095 -4.729 0.995
H 2.098 -0.864 -3.399
*
```



3.
A cluster of 2 separate species, C6H14O in total at a distorted geometry, computed with the ωB97M-V functional and the def2-TZVPD basis.

As for the energy above the lowest of the compared OMol25 structures with the same formula, charge and spin: 29.45 kJ/mol. The value obtained for the HOMO-LUMO gap (alpha / beta) is 0.0950 / 0.3489 Ha. As for the LUMO energy (alpha / beta): 3.651 / 3.509 eV. The molar mass is 102.18 g/mol.

The geometry in ORCA input format:
```
! wB97M-V def2-TZVPD RIJCOSX def2/J DEFGRID3
* xyz -1 2
H 0.795 -1.293 0.347
H -2.143 -1.394 0.340
C -1.764 -1.930 -0.532
C 0.328 -0.446 -0.174
C -0.589 1.871 0.230
H 3.586 1.282 -1.002
H -0.722 -0.843 2.356
C -0.313 0.487 0.788
H -1.631 1.981 -0.067
H 1.137 -0.005 -0.774
C -0.630 0.174 2.042
H -1.048 -0.382 -1.802
C -0.611 -1.155 -1.155
O 4.130 1.744 -0.337
H -1.010 0.950 2.698
H 4.933 1.216 -0.239
H -0.141 -1.856 -1.852
H -0.411 2.630 1.000
H -2.566 -2.224 -1.205
H 0.095 2.058 -0.590
H -1.425 -2.866 -0.072
*
```



4.
A structure of composition C24H43ClHfP2 at a distorted geometry, computed with the ωB97M-V functional and the def2-TZVPD basis.

As for the energy above the lowest of the compared OMol25 structures with the same formula, charge and spin: 42.44 kJ/mol. The value obtained for the HOMO-LUMO gap is 0.1678 Ha. As for the LUMO energy: -8.326 eV. The molar mass is 607.50 g/mol.

The geometry in ORCA input format:
```
! wB97M-V def2-TZVPD RIJCOSX def2/J DEFGRID3
* xyz 2 1
H -0.075 -0.649 -5.804
Cl -1.366 -2.498 -0.603
H -2.943 2.361 1.032
C -0.063 1.265 -0.543
H 2.458 -1.137 -0.814
C -1.442 2.714 3.523
C -2.321 -0.787 2.453
H 4.131 0.626 -2.146
H 1.842 1.352 -1.661
H -0.315 1.606 -3.442
C 0.438 -1.148 -4.970
H -2.040 -2.743 -3.545
H -2.343 3.131 3.996
H -2.317 -2.287 5.278
H 0.237 1.320 5.432
H -3.634 0.812 0.491
H 4.883 -0.103 -3.601
H 0.850 -0.067 -1.945
C 1.762 1.396 2.284
C 1.212 0.610 -1.131
H 3.635 1.182 -3.780
C 1.888 -0.643 -4.867
C -1.574 1.260 3.278
H -0.730 2.944 0.675
H -0.603 2.942 4.193
C 1.355 2.435 1.189
H 1.409 1.781 3.257
C -2.133 -1.686 -3.829
P 2.650 -0.994 -3.199
C -1.572 -2.254 4.467
H 1.562 -1.903 1.166
C -1.616 -0.984 3.703
H 3.081 -3.372 -3.291
H 3.037 0.300 -0.003
C -3.460 -1.674 2.025
H -3.183 -2.733 2.140
C 0.071 2.224 0.485
C -3.305 1.381 1.376
H 2.527 -1.132 -5.617
H -3.767 -1.512 0.986
C -0.490 0.493 5.481
C 1.410 -0.819 1.027
H 4.585 -2.425 -3.016
H 1.166 -0.508 3.141
H -1.770 -3.105 3.806
H -4.352 -1.512 2.657
C 2.103 -0.257 -0.219
H -0.592 -2.406 4.932
C 3.656 -2.484 -3.588
C 1.280 -0.004 2.175
H 2.192 2.544 0.483
H -1.084 1.004 -4.938
H 3.861 -2.505 -4.667
Hf -0.816 -0.617 0.568
C -1.178 0.256 4.181
H 1.273 3.422 1.691
H -2.328 -1.600 -4.909
H -1.205 0.754 6.287
H -1.278 3.257 2.586
H -2.030 1.105 -3.423
C -2.266 0.654 2.172
C -1.047 0.902 -3.852
P -0.573 -0.824 -3.428
H -0.816 1.436 -1.320
H 0.055 -0.407 5.825
H 0.405 -2.240 -5.144
H -4.210 1.572 1.985
H 1.943 0.446 -5.033
H -2.944 -1.223 -3.256
C 3.954 0.313 -3.189
H 2.873 1.441 2.345
*
```



5.
A structure of composition C25H22BrF6MnN3O2PSb, computed with the ωB97M-V functional and the def2-TZVPD basis.

As for the energy above the lowest of the compared OMol25 structures with the same formula, charge and spin: 45.43 kJ/mol. The value obtained for the HOMO-LUMO gap (alpha / beta) is 0.2307 / 0.2780 Ha. As for the LUMO energy (alpha / beta): -5.170 / -3.881 eV. The molar mass is 798.03 g/mol.

The geometry in ORCA input format:
```
! wB97M-V def2-TZVPD RIJCOSX def2/J DEFGRID3
* xyz 1 5
C -1.460 2.696 0.945
C -0.266 -1.409 1.919
C 3.861 1.424 1.742
F 1.214 2.212 -4.479
H 0.856 4.274 0.976
H 3.682 3.549 1.518
C -2.229 -2.143 -2.963
C -3.084 4.330 2.032
C 2.018 2.522 0.663
H 3.784 -0.732 1.710
C -0.251 -1.861 -1.092
F 1.403 0.140 -1.894
N -1.038 -0.819 -1.428
C -0.373 -1.982 3.167
C -2.436 3.828 0.900
Br -2.900 3.567 3.756
O -0.797 2.403 1.915
H -4.452 5.774 2.808
C 1.360 3.760 0.155
Sb 1.276 -1.869 0.512
H -2.803 1.028 -1.903
C -1.441 -3.224 -2.642
C 3.234 2.582 1.338
C 3.283 0.191 1.449
C 2.070 0.174 0.797
H -3.357 -0.610 3.936
Mn -0.127 0.707 -0.522
C -1.998 -0.912 -2.350
H 0.214 -3.922 -1.446
H 0.640 3.544 -0.630
H -3.681 5.998 -1.399
O -1.360 2.055 -0.216
H 2.119 4.427 -0.251
H -3.763 0.061 -3.048
H -4.827 6.860 0.628
H -3.543 1.414 1.974
N 1.462 1.321 0.453
C -4.158 6.012 0.695
N -1.168 -0.554 1.411
H -3.013 -2.223 -3.702
H -3.231 0.619 0.418
H 0.377 -2.671 3.532
H 4.811 1.470 2.258
H -4.336 -0.105 1.596
C -2.677 4.440 -0.332
C -2.288 -0.318 2.105
H -1.602 -4.178 -3.126
C -2.453 -0.842 3.390
C -2.756 0.318 -2.726
C -3.948 5.410 1.925
F 2.255 2.203 -2.427
P 1.363 1.202 -3.297
F 0.017 1.833 -2.511
F 0.384 0.128 -3.960
C -0.424 -3.085 -1.697
H -2.243 0.807 -3.557
F 2.634 0.457 -3.842
C -3.406 0.453 1.477
C -1.486 -1.654 3.937
H -2.178 4.050 -1.209
H -1.607 -2.060 4.933
C -3.521 5.529 -0.438
*
```



6.
The molecule C20H29N3O4 at a distorted geometry, computed with the ωB97M-V functional and the def2-TZVPD basis.

As for the energy above the lowest of the compared OMol25 structures with the same formula, charge and spin: 119.67 kJ/mol. The SMILES is CCOc1cc(/C=N/NC(=O)CCCC(=O)NC2CCCCC2)ccc1O. The value obtained for the HOMO-LUMO gap is 0.3127 Ha. As for the LUMO energy: 0.668 eV. The molar mass is 375.47 g/mol.

The geometry in ORCA input format:
```
! wB97M-V def2-TZVPD RIJCOSX def2/J DEFGRID3
* xyz 0 1
H -4.053 1.369 -2.744
H -1.116 -3.032 -0.824
H 0.294 1.857 -1.333
N 2.620 -1.516 -0.160
H -0.364 -4.047 1.953
C -0.675 -1.936 1.659
C 0.192 1.688 -0.254
C -0.512 -3.651 -0.156
N 2.418 1.936 -0.004
C -5.691 -0.031 -2.923
C -1.135 1.430 0.258
H -0.686 -4.697 -0.418
H -6.457 0.704 -2.689
C 1.219 -1.846 0.024
H 0.969 -0.532 1.708
C -4.358 0.398 -2.331
O 2.351 -0.188 -1.962
H 4.984 -1.115 -1.938
C 3.074 -0.703 -1.126
H -0.963 -1.757 2.696
H -5.495 0.399 0.929
O 3.557 1.056 1.753
H 2.477 2.152 -1.002
C 3.554 1.556 0.652
C -1.396 1.458 1.627
O -4.929 0.595 1.689
H -1.287 -1.288 1.030
H -3.582 -0.343 -2.564
H 1.574 -3.955 0.282
C -0.932 -3.393 1.287
H 4.235 1.335 -2.180
H 0.659 -1.193 -0.653
H -5.991 -0.990 -2.509
N 1.204 1.684 0.516
H -0.591 1.696 2.302
H -5.603 -0.121 -4.001
C 4.585 -0.492 -1.133
C 0.961 -3.308 -0.351
O -4.522 0.500 -0.931
H 5.936 1.056 -1.806
C -3.432 0.836 -0.164
H 1.409 -2.191 2.135
C -3.687 0.870 1.221
H -1.991 -3.626 1.413
C 0.796 -1.581 1.467
H 5.662 1.606 0.518
C -2.168 1.126 -0.635
C 4.922 0.974 -1.411
H 5.027 -0.815 -0.191
H -2.885 1.209 3.156
H -1.953 1.103 -1.692
H 4.862 2.890 -0.405
C -2.663 1.187 2.101
C 4.822 1.831 -0.142
H 3.254 -1.849 0.549
H 1.255 -3.475 -1.390
*
```